Entry 1:
Here is a 2-piece molecular cluster, C5H9NO overall in a non-equilibrium geometry from OMol25. Energies are from ωB97M-V/def2-TZVPD.

Calculated values
- ΔE to the lowest compared entry with this formula, charge and spin (kJ/mol) = 357.7
- charge = 0
- HOMO (eV) = -9.7
- HOMO-LUMO gap (eV) = 10.30

Structure (XYZ):
```
16
Properties=species:S:1:pos:R:3:lowdin_charge:R:1
C -0.001 1.445 -0.738 0.03
C 0.118 0.244 -0.188 -0.43
C 0.163 -1.045 -0.949 -0.22
O -1.148 -1.573 -0.851 -0.05
C 0.249 0.079 1.305 -0.14
C 1.718 0.111 1.193 -0.25
N 2.858 0.166 1.005 0.16
H -0.097 2.338 -0.121 0.09
H 0.013 1.574 -1.810 0.08
H 0.463 -0.837 -1.983 0.13
H 0.900 -1.745 -0.519 0.13
H -1.121 -2.507 -1.082 0.09
H -0.131 -0.869 1.718 0.13
H -0.093 0.915 1.927 0.12
H -1.998 0.690 0.875 0.08
H -1.891 1.013 0.215 0.07
```


Entry 2:
Here is one molecule with the formula C5H8N2S in a non-equilibrium geometry from OMol25. Energies are from ωB97M-V/def2-TZVPD.

Calculated values
- ΔE to the lowest compared entry with this formula, charge and spin (kJ/mol) = 405.0
- charge = 0
- HOMO (eV) = -8.6
- HOMO-LUMO gap (eV) = 9.42

Structure (XYZ):
```
16
Properties=species:S:1:pos:R:3:lowdin_charge:R:1
N -2.783 -0.687 0.079 0.00
C -1.760 0.356 -0.024 -0.22
C -0.384 -0.235 -0.185 -0.34
N -0.180 -1.546 -0.090 -0.27
S 1.477 -1.955 -0.099 0.90
C 1.858 -0.265 0.450 -0.48
C 2.103 1.174 0.003 -0.06
C 0.886 0.482 -0.460 -0.29
H -2.459 -1.186 0.871 0.04
H -2.678 -1.312 -0.683 0.05
H -1.759 0.838 0.938 0.11
H -1.987 1.126 -0.834 0.14
H 1.553 -0.269 1.487 0.08
H 2.846 1.365 -0.753 0.10
H 2.097 1.908 0.795 0.10
H 1.171 0.205 -1.494 0.14
```


Entry 3:
Here is C6H5BrCrF as an isolated structure in a non-equilibrium geometry from OMol25. Energies are from ωB97M-V/def2-TZVPD.

Calculated values
- ΔE to the lowest compared entry with this formula, charge and spin (kJ/mol) = 13.8
- <S²> = 6.27
- charge = +1
- HOMO (spin up / spin down) (eV) = -11.7 / -11.7
- 2S+1 = 5
- HOMO-LUMO gap (spin up / spin down) (eV) = 3.02 / 4.76

Structure (XYZ):
```
14
Properties=species:S:1:pos:R:3:lowdin_charge:R:1
Cr 12.833 -20.168 -9.575 0.80
Br 11.563 -20.223 -7.582 0.24
F 10.604 -25.803 -5.335 0.07
C 11.768 -25.132 -5.238 -0.29
C 12.747 -25.619 -4.410 0.00
C 13.942 -24.924 -4.305 -0.08
C 14.142 -23.769 -5.015 -0.10
C 13.130 -23.295 -5.837 -0.11
C 11.924 -23.976 -5.955 -0.03
H 12.561 -26.532 -3.860 0.13
H 14.720 -25.305 -3.656 0.11
H 15.078 -23.230 -4.947 0.11
H 13.254 -22.371 -6.387 0.04
H 11.104 -23.629 -6.572 0.11
```


Entry 4:
Here is one molecule with the formula C15H10F4N6 in a non-equilibrium geometry from OMol25. Energies are from ωB97M-V/def2-TZVPD.

Calculated values
- ΔE to the lowest compared entry with this formula, charge and spin (kJ/mol) = 47.8
- charge = 0
- HOMO (eV) = -9.1
- HOMO-LUMO gap (eV) = 8.52

Structure (XYZ):
```
35
Properties=species:S:1:pos:R:3:lowdin_charge:R:1
C -0.156 1.946 -3.278 -0.06
C -0.892 1.447 -2.056 -0.31
N -1.572 0.107 -2.429 0.14
N -2.455 -0.389 -1.648 0.10
C -2.807 0.001 -0.386 -0.16
C -2.361 -0.834 0.693 -0.11
F -1.632 -1.988 0.559 0.08
C -2.842 -0.598 1.964 -0.21
F -2.642 -1.482 3.034 0.07
N -3.578 0.504 2.165 0.22
C -4.089 1.247 1.183 -0.27
F -4.733 2.337 1.502 0.15
C -3.610 1.080 -0.159 -0.14
F -4.055 1.776 -1.220 0.10
C 0.074 1.347 -0.832 -0.18
C 0.032 2.234 0.291 0.00
C 1.109 2.090 1.153 -0.02
C 1.943 0.961 1.218 -0.20
N 2.806 0.769 2.287 -0.06
C 3.048 1.531 3.402 -0.13
N 3.930 0.908 4.131 0.05
C 4.225 -0.343 3.537 -0.14
N 3.566 -0.366 2.405 0.09
C 1.924 0.130 0.135 0.00
C 1.060 0.407 -0.920 -0.04
H 0.540 1.223 -3.638 0.06
H 0.481 2.852 -3.010 0.11
H -0.872 2.245 -4.036 0.08
H -1.730 2.101 -1.939 0.11
H -0.555 3.131 0.366 0.11
H 1.038 2.710 2.008 0.09
H 2.561 2.463 3.438 0.11
H 4.891 -1.044 3.959 0.09
H 2.625 -0.715 -0.038 0.13
H 1.178 -0.305 -1.706 0.12
```


Entry 5:
Here is a 2-piece molecular cluster, C9H14 overall in a non-equilibrium geometry from OMol25. Energies are from ωB97M-V/def2-TZVPD.

Calculated values
- ΔE to the lowest compared entry with this formula, charge and spin (kJ/mol) = 136.3
- <S²> = 0.77
- charge = +1
- HOMO (spin up / spin down) (eV) = -14.3 / -14.3
- 2S+1 = 2
- HOMO-LUMO gap (spin up / spin down) (eV) = 9.63 / 6.04

Structure (XYZ):
```
23
Properties=species:S:1:pos:R:3:lowdin_charge:R:1
C 3.433 0.538 1.284 0.00
C 2.048 2.156 0.068 0.07
C 2.291 0.754 0.366 -0.20
C 0.989 2.417 -0.807 0.01
C 0.199 1.403 -1.463 0.10
C 1.514 -0.218 -0.199 -0.01
C 0.374 0.050 -0.963 0.05
H 2.696 2.845 0.628 0.14
H 0.659 3.381 -0.928 0.09
H 3.196 -0.002 2.205 0.12
H 3.883 1.461 1.593 0.08
H -0.500 1.513 -2.290 0.14
H 1.787 -1.229 0.093 0.14
H -0.509 -0.636 -0.999 0.13
H 4.142 -0.252 0.831 0.15
C -3.529 -1.256 -0.474 -0.14
C -3.011 -2.269 0.602 -0.14
H -2.833 -1.016 -1.204 0.01
H -4.405 -1.601 -0.900 0.04
H -3.690 -0.315 0.090 0.08
H -3.093 -3.332 0.253 0.08
H -1.995 -2.143 0.724 0.01
H -3.647 -2.250 1.491 0.07
```


Entry 6:
Here is a 4-piece molecular cluster, C2H10O4 overall in a non-equilibrium geometry from OMol25. Energies are from ωB97M-V/def2-TZVPD.

Calculated values
- ΔE to the lowest compared entry with this formula, charge and spin (kJ/mol) = 100.7
- charge = 0
- HOMO (eV) = -9.8
- HOMO-LUMO gap (eV) = 10.21

Structure (XYZ):
```
16
Properties=species:S:1:pos:R:3:lowdin_charge:R:1
C 2.005 -0.456 -0.565 0.03
C 1.648 -0.567 0.707 -0.22
O 0.647 0.264 1.218 -0.07
H 2.992 -0.831 -0.830 0.06
H 1.524 0.048 -1.391 0.05
H 2.135 -1.272 1.366 0.11
H -0.051 -0.343 1.544 0.06
O -1.856 -0.566 1.869 -0.04
H -2.579 -0.228 2.417 0.07
H -2.167 -0.579 0.947 0.07
O -0.806 1.824 -0.430 -0.08
H -0.187 2.557 -0.436 0.04
H -0.347 1.204 0.182 -0.02
O -0.853 -0.630 -2.422 -0.07
H -1.664 -0.111 -2.567 0.05
H -0.441 -0.314 -1.608 -0.02
```


Entry 7:
Here is C15H37Br6F2N6NiO15S2 as an isolated structure in a non-equilibrium geometry from OMol25. Energies are from ωB97M-V/def2-TZVPD.

Calculated values
- <S²> = 2.01
- charge = +1
- HOMO (spin up / spin down) (eV) = -11.8 / -11.8
- 2S+1 = 3
- HOMO-LUMO gap (spin up / spin down) (eV) = 7.20 / 2.99

Structure (XYZ):
```
84
Properties=species:S:1:pos:R:3:lowdin_charge:R:1
Ni 3.574 11.118 22.690 0.64
N 2.062 11.027 23.915 -0.33
S 1.029 9.936 24.215 0.52
O -0.371 10.317 24.496 -0.26
O 1.565 8.669 24.694 -0.28
F 0.985 9.575 22.610 -0.24
S 1.646 12.028 25.234 0.56
O 1.952 11.491 26.530 -0.24
O 0.653 13.009 24.983 -0.24
F 2.911 12.995 24.958 -0.22
C 2.057 7.957 19.294 0.01
N 1.900 6.655 18.596 -0.42
O 2.882 6.300 17.913 0.05
O 0.841 6.092 18.676 0.09
H 1.491 8.766 18.832 0.10
H 3.115 8.156 19.431 0.09
H 1.558 7.958 20.264 0.07
C 5.196 15.349 24.894 0.05
N 5.225 16.360 26.010 -0.44
O 4.401 17.252 25.963 0.07
O 6.022 16.158 26.929 0.05
H 4.209 15.535 24.482 0.07
H 5.332 14.413 25.430 0.09
H 6.067 15.625 24.303 0.11
C 5.431 7.041 22.811 0.10
N 4.009 7.522 22.551 -0.39
O 3.305 6.845 21.869 0.10
O 3.783 8.692 22.841 -0.02
H 5.714 7.761 23.579 0.09
H 6.105 7.236 21.982 0.11
H 5.271 6.059 23.248 0.11
C -2.069 8.886 21.498 0.05
N -2.719 8.531 20.194 -0.44
O -3.392 7.515 20.150 0.07
O -2.607 9.317 19.266 0.05
H -2.410 9.917 21.589 0.09
H -0.988 8.861 21.384 0.07
H -2.471 8.247 22.278 0.10
C 1.589 15.962 22.775 0.03
N 1.371 17.421 22.996 -0.44
O 0.256 17.793 23.337 0.07
O 2.394 18.088 22.932 0.06
H 1.907 15.535 23.723 0.08
H 2.284 15.909 21.940 0.10
H 0.660 15.547 22.388 0.10
Br -4.935 10.093 24.623 0.62
C -4.425 11.894 25.253 -0.68
C -3.467 12.551 24.250 -0.64
Br -3.007 14.363 24.944 0.63
H -3.941 11.820 26.224 0.03
H -5.340 12.479 25.298 0.05
H -3.911 12.731 23.273 0.06
H -2.576 11.949 24.083 0.04
Br 5.042 9.549 28.652 0.60
C 4.704 9.223 26.721 -0.65
C 3.761 8.045 26.638 -0.68
Br 4.615 6.380 27.363 0.56
H 5.674 8.927 26.324 0.04
H 4.347 10.126 26.231 0.04
H 3.463 7.697 25.654 0.01
H 2.874 8.253 27.232 0.05
Br 2.306 3.381 22.105 0.65
C 1.974 3.919 23.933 -0.71
C 1.063 5.146 24.169 -0.65
Br 0.560 5.398 26.071 0.60
H 2.961 4.148 24.339 0.03
H 1.703 3.006 24.460 0.05
H 0.164 4.925 23.591 0.05
H 1.446 6.038 23.678 0.03
C -1.716 11.488 31.643 0.01
C -2.784 12.103 30.683 -0.16
O -2.300 12.143 29.372 0.10
C -1.462 13.206 29.036 -0.17
C -0.764 12.846 27.750 -0.04
H -0.942 12.230 31.839 0.09
H -2.222 11.173 32.554 0.10
H -1.197 10.607 31.267 0.10
H -3.691 11.497 30.659 0.15
H -3.131 13.083 31.016 0.15
H -2.053 14.129 28.967 0.19
H -0.774 13.445 29.857 0.16
H -0.380 11.830 27.689 0.09
H 0.111 13.498 27.753 0.10
H -1.450 13.085 26.939 0.03
```


Entry 8:
Here is CHCl3IMg as an isolated structure from OMol25. Energies are from ωB97M-V/def2-TZVPD.

Calculated values
- ΔE to the lowest compared entry with this formula, charge and spin (kJ/mol) = 0.0
- charge = +1
- HOMO (eV) = -13.3
- HOMO-LUMO gap (eV) = 5.54

Structure (XYZ):
```
7
Properties=species:S:1:pos:R:3:lowdin_charge:R:1
Mg -28.916 22.929 -6.206 0.83
I -27.766 22.288 -4.027 0.25
C -29.582 20.201 -1.050 -1.57
Cl -31.193 20.251 -1.790 0.50
Cl -28.880 18.570 -1.089 0.53
Cl -29.655 20.882 0.576 0.54
H -28.911 20.806 -1.641 -0.09
```


Entry 9:
Here is a 2-piece molecular cluster, C3H13N2O overall in a non-equilibrium geometry from OMol25. Energies are from ωB97M-V/def2-TZVPD.

Calculated values
- ΔE to the lowest compared entry with this formula, charge and spin (kJ/mol) = 130.4
- <S²> = 0.75
- charge = 0
- HOMO (spin up / spin down) (eV) = -2.9 / -9.8
- 2S+1 = 2
- HOMO-LUMO gap (spin up / spin down) (eV) = 3.61 / 10.36

Structure (XYZ):
```
19
Properties=species:S:1:pos:R:3:lowdin_charge:R:1
N -0.992 -0.581 -1.429 0.05
C -0.640 -1.303 -0.113 -0.25
C 0.870 -1.217 0.077 -0.29
N 1.219 0.191 0.291 -0.12
C 0.872 0.617 1.666 -0.17
H -1.292 0.414 -1.178 0.06
H -0.136 -0.603 -2.003 0.06
H -1.611 -1.178 -2.004 0.02
H -1.276 -0.880 0.672 0.09
H -0.851 -2.383 -0.294 0.08
H 1.162 -1.931 0.848 0.10
H 1.439 -1.624 -0.812 0.12
H 2.223 0.331 0.335 0.09
H 1.401 1.600 1.881 0.09
H 1.064 0.072 2.569 0.07
H -0.084 1.114 1.641 0.04
H -0.572 2.958 -0.830 0.05
H -1.785 2.317 -0.377 0.04
O -1.011 2.086 -0.941 -0.15
```


Entry 10:
Here is an isolated ion of composition C5H13NO3P and charge -1 from OMol25. Energies are from ωB97M-V/def2-TZVPD.

Calculated values
- ΔE to the lowest compared entry with this formula, charge and spin (kJ/mol) = 0.0
- charge = -1
- HOMO (eV) = -3.6
- HOMO-LUMO gap (eV) = 7.37

Structure (XYZ):
```
23
Properties=species:S:1:pos:R:3:lowdin_charge:R:1
C 3.078 -0.037 -0.086 -0.11
C 1.554 0.047 -0.257 -0.45
C 1.048 1.404 0.269 -0.09
C 0.911 -1.118 0.481 -0.20
C -0.616 -1.296 0.259 -0.34
N -1.150 -0.337 -0.704 -0.19
P -2.663 0.024 -0.490 0.23
O -3.775 -0.976 -0.361 -0.39
O -2.773 1.009 0.827 -0.21
O -3.059 1.061 -1.682 -0.20
H 3.457 -1.038 -0.288 0.06
H 3.594 0.694 -0.708 0.06
H 3.331 0.194 0.952 0.07
H 1.315 -0.025 -1.314 0.12
H 1.883 2.068 0.497 0.06
H 0.408 1.277 1.138 0.07
H 0.426 1.884 -0.480 0.06
H 1.110 -0.987 1.548 0.10
H 1.415 -2.044 0.190 0.09
H -0.804 -2.318 -0.088 0.08
H -1.106 -1.228 1.239 0.08
H -3.696 1.012 1.106 0.04
H -3.888 0.730 -2.050 0.04
```


Entry 11:
Here is one molecule with the formula CH6P2S in a non-equilibrium geometry from OMol25. Energies are from ωB97M-V/def2-TZVPD.

Calculated values
- ΔE to the lowest compared entry with this formula, charge and spin (kJ/mol) = 13.0
- charge = 0
- HOMO (eV) = -8.8
- HOMO-LUMO gap (eV) = 9.62

Structure (XYZ):
```
10
Properties=species:S:1:pos:R:3:lowdin_charge:R:1
C -1.007 -1.609 -0.854 -0.45
P 0.597 -0.678 -0.867 0.46
S -0.007 0.692 0.656 -0.01
P 1.091 2.523 0.394 0.33
H -1.095 -2.533 -1.509 0.06
H -1.880 -0.941 -1.019 0.03
H -1.069 -1.783 0.177 -0.04
H 1.176 -1.426 0.186 -0.12
H 2.024 2.403 1.673 -0.10
H 0.170 3.351 1.164 -0.16
```


Entry 12:
Here is a 6-piece molecular cluster, C24H63I3NO21P5 overall in a non-equilibrium geometry from OMol25. Energies are from ωB97M-V/def2-TZVPD.

Calculated values
- charge = 0
- HOMO (eV) = -9.4
- HOMO-LUMO gap (eV) = 7.15

Structure (XYZ):
```
117
Properties=species:S:1:pos:R:3:lowdin_charge:R:1
C 1.866 3.379 2.546 -0.10
C 0.951 2.924 1.369 -0.31
C 1.168 3.860 0.135 -0.62
I -0.792 4.775 -0.251 0.82
C 1.516 3.104 -1.166 -0.31
O 2.900 2.907 -1.371 -0.17
C 3.413 1.776 -0.691 -0.46
C 2.914 0.429 -1.260 -0.17
N 1.774 -0.074 -0.421 0.03
C 4.958 1.921 -0.713 -0.69
I 5.481 3.824 0.195 0.91
C 5.673 0.733 -0.072 -0.79
C 7.227 0.955 0.008 -0.20
I 4.983 0.272 1.921 0.86
H 2.489 2.557 2.916 0.05
H 2.573 4.164 2.249 0.05
H 1.268 3.808 3.356 0.07
H 1.198 1.884 1.137 0.07
H -0.090 2.938 1.690 0.05
H 1.834 4.694 0.347 0.07
H 1.171 3.725 -2.002 0.08
H 0.907 2.190 -1.198 0.11
H 3.151 1.794 0.377 0.06
H 3.658 -0.368 -1.266 0.10
H 2.515 0.627 -2.262 0.12
H 1.993 -1.004 -0.084 0.04
H 0.995 -0.201 -1.059 0.06
H 5.274 1.956 -1.763 0.11
H 5.561 -0.175 -0.664 0.06
H 7.721 0.118 -0.503 0.08
H 7.560 0.908 1.043 0.03
H 7.542 1.858 -0.516 0.04
C -1.767 -5.858 1.384 -0.11
O -0.403 -6.322 1.437 -0.24
P 0.791 -5.208 1.013 0.60
O 1.893 -6.191 0.795 -0.27
O 0.817 -4.540 2.493 -0.26
C 1.006 -5.376 3.631 -0.10
O 1.425 -3.822 0.375 -0.27
C 2.770 -3.829 -0.078 -0.11
H -2.407 -6.639 1.787 0.09
H -1.892 -4.953 1.985 0.08
H -2.059 -5.656 0.353 0.08
H 1.548 -6.288 3.379 0.09
H 0.041 -5.633 4.072 0.09
H 1.582 -4.814 4.365 0.08
H 2.889 -4.480 -0.942 0.09
H 3.447 -4.121 0.723 0.10
H 3.009 -2.808 -0.382 0.06
C 4.149 -3.053 6.373 -0.11
O 2.961 -3.329 7.141 -0.25
P 3.067 -3.099 8.811 0.60
O 1.849 -3.882 9.179 -0.27
O 2.786 -1.505 8.695 -0.26
C 1.636 -1.052 7.990 -0.11
O 3.796 -2.867 10.275 -0.26
C 3.119 -3.301 11.445 -0.12
H 3.900 -3.134 5.317 0.08
H 4.511 -2.040 6.573 0.09
H 4.929 -3.776 6.611 0.08
H 0.842 -1.799 7.986 0.09
H 1.902 -0.794 6.963 0.08
H 1.273 -0.155 8.489 0.09
H 3.028 -4.386 11.467 0.09
H 2.139 -2.832 11.518 0.09
H 3.726 -2.987 12.295 0.09
C 0.951 1.921 -5.449 -0.11
O 1.178 0.531 -5.767 -0.26
P -0.024 -0.573 -5.283 0.66
O 0.925 -1.727 -5.462 -0.29
O -0.920 -0.323 -6.614 -0.25
C -0.287 -0.328 -7.889 -0.10
O -1.253 -1.446 -4.570 -0.32
C -1.142 -2.858 -4.450 -0.10
H 1.739 2.510 -5.914 0.09
H -0.015 2.256 -5.837 0.08
H 0.986 2.074 -4.368 0.07
H 0.623 -0.927 -7.888 0.09
H -0.055 0.693 -8.197 0.09
H -0.989 -0.754 -8.604 0.09
H -0.336 -3.133 -3.772 0.09
H -0.997 -3.315 -5.427 0.09
H -2.085 -3.211 -4.027 0.09
C -7.071 -2.196 -0.349 -0.11
O -5.703 -2.649 -0.374 -0.24
P -4.558 -1.564 -0.975 0.60
O -3.468 -2.561 -1.209 -0.28
O -4.417 -0.791 0.446 -0.25
C -4.129 -1.542 1.620 -0.10
O -3.992 -0.227 -1.760 -0.25
C -2.683 -0.278 -2.314 -0.11
H -7.668 -2.948 0.161 0.09
H -7.155 -1.250 0.193 0.09
H -7.448 -2.072 -1.365 0.08
H -3.600 -2.468 1.389 0.08
H -5.052 -1.769 2.156 0.09
H -3.498 -0.927 2.260 0.09
H -2.628 -0.995 -3.127 0.05
H -1.950 -0.513 -1.540 0.09
H -2.460 0.714 -2.714 0.08
C -3.739 3.791 -3.132 -0.13
O -3.913 4.646 -4.279 -0.24
P -5.308 5.595 -4.309 0.60
O -5.271 5.927 -5.765 -0.27
O -4.647 6.747 -3.375 -0.26
C -3.397 7.313 -3.752 -0.10
O -6.818 6.102 -3.869 -0.26
C -7.612 6.782 -4.831 -0.12
H -2.754 3.332 -3.194 0.07
H -3.800 4.370 -2.206 0.07
H -4.498 3.007 -3.126 0.08
H -3.230 7.249 -4.828 0.09
H -2.583 6.813 -3.223 0.08
H -3.406 8.362 -3.460 0.09
H -7.882 6.123 -5.653 0.09
H -7.093 7.665 -5.201 0.09
H -8.524 7.095 -4.322 0.09
```